Entry 1:
This record from OMol25 describes a molecular structure, C40H37AsN4ReS4. The level of theory is ωB97M-V/def2-TZVPD.

Last column: Löwdin spin population.
CARTESIAN COORDINATES (ANGSTROEM)
Re  -2.0013  1.2703  -0.1387  0.004
S  -4.0990  -1.0548  2.5396  0.626
C  -2.6775  -1.0036  3.4781  0.059
C  -2.3680  -2.0530  4.3651  0.091
C  -1.2433  -2.0022  5.1649  -0.012
C  -0.4038  -0.8983  5.0957  0.109
C  -0.6710  0.1519  4.2161  -0.003
C  -1.7869  0.0991  3.4030  0.076
S  -2.2743  1.3965  2.2792  0.013
C  -0.9678  2.6377  2.5390  0.000
C  -1.0500  3.6789  1.4594  0.000
C  -0.6817  4.9865  1.7054  0.000
C  -0.6971  5.9002  0.6632  0.000
C  -1.1078  5.4935  -0.5944  0.000
C  -1.5059  4.1825  -0.7825  0.000
C  -2.0979  3.7453  -2.0882  0.000
S  -1.9050  1.9378  -2.3946  0.000
C  -3.5357  1.5996  -3.0362  0.000
C  -3.7822  1.6459  -4.3980  0.000
C  -5.0721  1.3991  -4.8547  0.000
C  -6.0879  1.1129  -3.9534  0.000
C  -5.8281  1.0589  -2.5894  0.000
C  -4.5409  1.2952  -2.1273  0.000
S  -4.1838  1.1647  -0.3833  0.004
N  -1.4534  3.2854  0.2282  0.000
H  -3.0466  -2.8943  4.4122  0.002
H  -1.0266  -2.8093  5.8509  -0.003
H  0.4671  -0.8401  5.7352  0.006
H  0.0021  0.9973  4.2033  -0.002
H  0.0073  2.1510  2.4773  0.000
H  -1.0711  3.0994  3.5197  0.000
H  -0.3785  5.2818  2.6999  0.000
H  -0.4000  6.9265  0.8339  0.000
H  -1.1447  6.1897  -1.4204  0.000
H  -1.6759  4.3090  -2.9181  0.000
H  -3.1743  3.9255  -2.0606  0.000
H  -2.9826  1.8698  -5.0930  0.000
H  -5.2804  1.4306  -5.9153  0.000
H  -7.0895  0.9214  -4.3140  0.000
H  -6.6169  0.8222  -1.8863  0.000
N  5.1255  -0.4950  1.0010  0.000
C  6.4590  -0.3957  0.6669  0.000
C  7.6031  -1.0093  1.1765  0.000
C  8.7945  -0.6585  0.5843  0.000
C  8.8577  0.2687  -0.4780  0.000
C  7.7275  0.8691  -0.9755  0.000
C  6.5031  0.5265  -0.3884  0.000
N  5.2326  0.9665  -0.6851  0.000
C  4.4473  0.3420  0.1521  0.000
C  3.0062  0.5414  0.1590  0.000
C  2.4401  1.3920  -0.7957  0.000
C  1.0807  1.5820  -0.8138  0.000
N  0.2364  0.9955  0.0575  0.000
C  0.7828  0.1905  0.9817  0.000
C  2.1351  -0.0639  1.0659  0.000
H  4.7412  -1.0962  1.7073  0.000
H  7.5641  -1.7205  1.9905  0.000
H  9.7122  -1.1051  0.9423  0.000
H  9.8223  0.5065  -0.9048  0.000
H  7.7675  1.5797  -1.7893  0.000
H  3.0804  1.8823  -1.5152  0.000
H  0.6379  2.2260  -1.5616  0.000
H  0.0971  -0.2654  1.6821  0.000
H  2.4863  -0.7285  1.8440  0.000
C  -0.2462  -1.4567  -1.9779  0.000
As  -1.7324  -1.1962  -0.7663  0.003
C  -3.2052  -1.9134  -1.7895  0.001
C  -1.4859  -2.5753  0.6156  0.011
C  -0.7984  -3.7946  0.0781  0.001
C  0.5910  -3.8860  0.1066  0.000
C  1.2381  -4.9887  -0.4281  0.000
C  0.5005  -6.0159  -1.0015  0.000
C  -0.8842  -5.9390  -1.0253  0.000
C  -1.5305  -4.8347  -0.4870  0.000
H  -0.2629  -2.4773  -2.3555  0.000
H  0.7019  -1.2811  -1.4730  0.000
H  -0.3505  -0.7537  -2.8045  0.000
H  -2.9579  -2.9241  -2.1102  0.000
H  -3.3785  -1.2875  -2.6637  0.000
H  -4.1008  -1.9236  -1.1699  0.001
H  -2.4890  -2.8024  0.9806  0.011
H  -0.9291  -2.1362  1.4428  0.000
H  1.1698  -3.0855  0.5572  0.000
H  2.3179  -5.0520  -0.3944  0.000
H  1.0031  -6.8786  -1.4171  0.000
H  -1.4641  -6.7454  -1.4540  0.000
H  -2.6140  -4.7929  -0.4879  0.000

Forces on the atoms, in the same order (eV/Å):
-0.014 -0.062 0.023
-0.009 0.000 0.005
-0.008 -0.014 -0.018
0.006 -0.009 0.008
-0.004 0.008 -0.005
-0.003 -0.006 0.002
-0.004 0.005 -0.005
0.028 0.026 0.016
0.020 0.017 0.025
-0.008 -0.026 0.008
-0.018 -0.024 -0.040
0.012 0.000 0.004
0.005 0.007 0.013
0.004 -0.003 -0.021
0.004 0.002 0.007
0.002 0.006 0.002
0.010 0.002 -0.040
0.010 -0.010 0.001
-0.010 -0.004 0.002
0.005 0.001 0.000
-0.004 0.002 -0.006
0.002 -0.002 0.014
-0.008 0.003 -0.004
0.029 -0.020 -0.023
0.015 0.068 0.047
-0.002 0.004 0.000
-0.001 0.000 -0.001
0.000 0.001 -0.002
-0.003 -0.005 0.002
0.009 0.024 0.009
-0.005 -0.004 0.003
-0.001 -0.001 -0.002
0.000 -0.003 0.000
-0.001 -0.002 0.001
-0.007 0.002 -0.001
-0.003 -0.007 -0.002
-0.001 0.002 0.002
-0.001 0.001 0.002
0.002 -0.001 0.000
-0.002 -0.001 -0.004
0.012 -0.005 -0.020
-0.003 -0.011 0.022
-0.010 0.003 -0.002
0.009 0.006 -0.008
0.002 -0.008 0.010
-0.012 0.003 -0.004
0.002 0.013 -0.018
0.011 -0.009 0.008
-0.019 0.004 0.006
0.010 -0.001 -0.006
0.002 -0.001 0.000
0.029 -0.002 -0.002
-0.093 0.000 -0.008
0.039 -0.016 0.002
-0.017 0.002 -0.003
0.002 0.003 0.008
-0.001 0.002 -0.001
0.000 0.001 -0.003
0.000 -0.003 0.003
0.000 0.000 0.001
0.001 -0.001 0.002
-0.006 -0.002 0.003
-0.005 0.002 -0.002
0.000 0.002 0.001
-0.005 0.011 -0.016
0.003 0.010 0.024
0.002 0.010 -0.021
0.009 0.009 -0.008
-0.009 0.012 -0.005
-0.004 0.003 0.002
0.007 -0.001 0.000
0.003 -0.001 0.001
-0.005 0.000 0.004
-0.001 -0.007 -0.008
0.002 -0.004 0.004
0.010 -0.004 0.002
0.004 -0.004 -0.001
0.005 -0.002 0.008
-0.011 -0.004 0.000
-0.004 0.000 0.001
0.000 0.007 -0.002
-0.006 0.000 0.006
0.005 -0.002 -0.001
-0.003 0.000 -0.002
0.000 0.001 0.001
0.000 0.002 0.001
0.001 -0.001 0.000

Lowest unoccupied orbital energy (alpha / beta) in eV: -6.4791 / -7.1123
Total charge: +2
Expectation value of S²: 0.78
Spin multiplicity: 2
HOMO-LUMO gap (alpha / beta) in eV: 6.02 / 5.39

=====

Entry 2:
This record from OMol25 describes a molecular structure, C40H37Br2IrN9OPS3. The level of theory is ωB97M-V/def2-TZVPD.

Last column: Löwdin charge in e.
CARTESIAN COORDINATES (ANGSTROEM)
Ir  0.0708  0.3944  -0.4726  1.192
C  4.0493  -0.0995  2.0067  0.003
N  2.9273  0.5109  2.7211  -0.112
C  3.1600  0.9049  4.1108  -0.011
C  1.7698  0.7202  2.0864  -0.378
N  1.6495  0.6697  0.7887  -0.064
N  0.6883  1.0214  2.8944  0.176
C  -0.6195  1.1833  2.5059  -0.474
N  -1.4747  1.4394  3.5175  0.202
N  -0.9749  1.0779  1.2686  0.007
H  4.6678  -0.6248  2.7298  0.107
H  4.6619  0.6463  1.4951  0.109
H  3.6859  -0.8350  1.2895  0.067
H  2.8448  0.1241  4.8080  0.100
H  2.6638  1.8465  4.3460  0.100
H  4.2243  1.0737  4.2457  0.105
H  2.5446  0.5750  0.3290  0.040
H  0.8646  1.0166  3.8837  0.126
H  -1.1517  1.6708  4.4412  0.124
H  -2.4387  1.6441  3.3190  0.129
H  -1.9714  1.1700  1.1274  0.095
Br  -3.1430  4.7248  -4.2789  0.893
C  -2.4662  3.4710  -3.0900  -0.664
C  -2.0488  3.8568  -1.8209  -0.058
C  -1.4933  2.9081  -0.9941  -0.137
N  -1.3611  1.6220  -1.3571  -0.146
C  -1.7795  1.2542  -2.5805  -0.225
C  -2.3366  2.1464  -3.4746  -0.020
C  -1.5251  -0.1473  -2.8711  -0.195
C  -2.1887  -0.8784  -3.8358  -0.019
C  -1.8600  -2.2152  -3.9968  -0.668
Br  -2.7338  -3.2459  -5.2729  0.880
C  -0.8753  -2.7711  -3.1928  -0.066
C  -0.2550  -1.9721  -2.2564  -0.158
N  -0.5723  -0.6804  -2.0853  -0.092
H  -2.1461  4.8797  -1.4873  0.123
H  -1.1345  3.1689  -0.0092  0.116
H  -2.6279  1.8343  -4.4671  0.124
H  -2.9609  -0.4262  -4.4417  0.123
H  -0.5906  -3.8093  -3.2901  0.129
H  0.5320  -2.3643  -1.6335  0.087
S  4.8233  -1.8247  -4.6211  0.651
C  4.1270  -0.6076  -3.7723  -1.096
S  2.4145  -0.5657  -3.4433  0.983
C  2.6090  0.8581  -2.4832  -1.024
N  3.8169  1.2811  -2.4186  0.029
N  4.6708  0.4839  -3.1473  -0.126
C  6.0604  0.8721  -3.1283  -0.201
C  6.8862  0.6267  -4.2128  -0.043
C  8.2183  1.0140  -4.1464  -0.058
C  8.7147  1.6528  -3.0225  -0.073
C  7.8676  1.9228  -1.9561  -0.074
C  6.5388  1.5354  -2.0046  -0.034
S  1.2632  1.7825  -1.8240  0.688
H  6.5016  0.1705  -5.1088  0.073
H  8.8657  0.8187  -4.9908  0.114
H  9.7540  1.9507  -2.9810  0.111
H  8.2427  2.4356  -1.0801  0.107
H  5.8694  1.7534  -1.1852  0.094
O  -0.1210  -1.5280  0.7623  -0.440
P  0.2350  -2.9307  1.2297  0.837
C  0.6097  -2.9285  2.9918  -0.259
C  0.0251  -1.9229  3.7612  -0.090
C  0.1828  -1.9113  5.1388  -0.076
C  0.9135  -2.9156  5.7606  -0.057
C  1.5064  -3.9140  5.0008  -0.049
C  1.3602  -3.9214  3.6200  -0.065
C  -1.1407  -4.0481  0.9785  -0.264
C  -2.0615  -3.7451  -0.0248  -0.074
C  -3.1055  -4.6154  -0.2967  -0.056
C  -3.2278  -5.7964  0.4223  -0.051
C  -2.3264  -6.0942  1.4357  -0.051
C  -1.2888  -5.2202  1.7218  -0.073
C  1.6791  -3.6206  0.4287  -0.283
C  2.6193  -2.7610  -0.1357  -0.109
C  3.7927  -3.2662  -0.6731  -0.053
C  4.0356  -4.6319  -0.6469  -0.039
C  3.0978  -5.4974  -0.0986  -0.044
C  1.9203  -4.9965  0.4355  -0.071
H  -0.5734  -1.1725  3.2657  0.078
H  -0.2891  -1.1409  5.7386  0.107
H  1.0045  -2.9320  6.8391  0.117
H  2.0741  -4.6975  5.4848  0.118
H  1.8449  -4.6957  3.0397  0.104
H  -1.9627  -2.8209  -0.5780  0.084
H  -3.8271  -4.3738  -1.0670  0.113
H  -4.0343  -6.4832  0.2010  0.117
H  -2.4303  -7.0116  2.0001  0.117
H  -0.6154  -5.4408  2.5406  0.104
H  2.4190  -1.6957  -0.1662  0.065
H  4.5252  -2.6052  -1.1155  0.109
H  4.9564  -5.0218  -1.0619  0.121
H  3.2827  -6.5635  -0.0846  0.119
H  1.1822  -5.6834  0.8306  0.105

Forces on the atoms, in the same order (eV/Å):
-1.965 0.927 -0.037
-0.002 0.058 -0.002
0.132 0.029 0.048
-0.048 -0.048 0.003
-0.052 -0.009 -0.042
0.908 -0.667 0.395
0.010 0.096 -0.111
0.061 0.167 -0.164
-0.010 0.001 0.065
0.150 -0.231 0.748
0.008 0.011 0.015
-0.011 0.017 -0.006
0.051 0.048 0.100
-0.015 -0.001 -0.002
0.011 0.011 -0.021
0.015 -0.004 -0.005
0.074 0.272 -0.016
-0.017 -0.120 0.054
0.023 0.042 -0.011
-0.019 -0.036 -0.014
-0.043 0.075 -0.002
-0.104 0.131 -0.108
0.085 -0.076 0.040
-0.108 -0.074 0.029
-0.098 0.026 0.107
-0.011 -0.163 -0.257
-0.223 0.101 -0.017
-0.100 0.089 0.034
0.130 0.024 -0.239
0.044 -0.058 -0.084
0.055 0.063 0.082
-0.094 -0.115 -0.124
0.026 0.069 -0.026
0.113 -0.053 -0.174
0.224 -0.584 0.277
0.037 -0.010 -0.003
0.102 0.013 -0.056
0.016 -0.033 0.020
0.018 0.024 0.025
0.023 0.020 0.005
0.037 0.020 0.029
-0.009 -0.035 0.057
0.244 0.006 0.181
-0.200 -0.213 -0.163
-0.260 0.214 0.057
0.273 -0.082 -0.010
-0.039 0.198 0.022
-0.200 -0.027 0.020
0.055 0.122 -0.064
-0.034 -0.007 -0.025
0.008 0.008 0.027
-0.011 -0.023 0.008
0.046 -0.104 0.070
1.045 0.220 -0.729
-0.008 -0.085 0.004
-0.014 0.013 0.004
-0.017 -0.001 0.002
-0.009 0.007 -0.017
0.014 0.013 -0.002
0.123 -0.571 0.105
-0.172 0.407 0.106
-0.114 0.086 0.121
-0.040 -0.142 0.027
-0.016 0.029 -0.010
0.003 -0.010 0.022
-0.015 -0.024 -0.030
0.093 0.097 -0.011
-0.093 -0.082 -0.024
0.008 -0.023 0.064
0.002 -0.002 -0.015
-0.005 -0.004 0.013
0.034 -0.035 -0.034
-0.057 0.076 0.006
0.048 -0.108 -0.118
0.029 0.014 -0.008
0.056 0.008 -0.028
0.012 -0.061 0.014
0.024 0.029 0.032
-0.043 0.019 -0.134
-0.099 -0.083 0.036
-0.018 -0.030 -0.017
0.041 0.029 -0.022
0.012 0.015 -0.008
-0.007 -0.018 -0.013
-0.059 0.001 0.053
0.023 -0.006 0.001
0.001 0.019 0.012
-0.015 0.040 0.021
0.028 -0.029 -0.017
-0.048 -0.026 -0.052
-0.002 0.073 -0.072
-0.037 0.005 -0.007
-0.007 0.018 -0.028
0.000 0.011 0.020

Lowest unoccupied orbital energy (alpha / beta) in eV: -5.6824 / -5.6831
Total charge: +2
Spin multiplicity: 1
HOMO-LUMO gap (alpha / beta) in eV: 6.05 / 6.05